No. 1
The following is a quantum chemistry calculation of the molecule C6H8S2, from OMol25.

Output
Gap between HOMO and LUMO = 7.975 eV
Energy relative to the best compared isomer or geometry (same formula, charge and spin) = 333.3 kJ/mol
F_max = 4.41 eV Å⁻¹
LUMO level = -0.48 eV

The geometry in ORCA input format:
```
! RIJCOSX wB97M-V def2-TZVPD def2/J DEFGRID3
* xyz 0 1
C 1.061 0.269 -1.954
C 0.164 0.252 -0.727
C 0.117 -1.032 0.351
C -0.255 0.011 1.435
C -1.860 0.302 1.065
C 0.637 0.783 0.542
H 1.247 1.359 -2.346
H 1.924 -0.354 -1.727
H 0.574 -0.266 -2.791
H -0.359 -1.977 0.396
H 1.139 -1.524 0.309
H -0.134 -0.223 2.510
H -2.501 -0.628 1.473
H -2.106 1.278 1.402
S -1.840 0.276 -0.795
S 2.191 1.474 0.859
*
```

natural (NBO) atomic charge list, values in e, 8 entries: number 1, C, carries -0.650; number 2, C, carries -0.103; number 3, C, carries -0.427; number 4, C, carries -0.292; number 5, C, carries -0.506; number 6, C, carries -0.012; number 7, H, carries 0.251; number 8, H, carries 0.238

No. 2
The following is a quantum chemistry calculation of the molecule C6H8Si, from OMol25.

Output
Gap between HOMO and LUMO = 10.210 eV
Energy relative to the best compared isomer or geometry (same formula, charge and spin) = 324.5 kJ/mol
F_max = 6.83 eV Å⁻¹
LUMO level = 0.63 eV

The geometry in ORCA input format:
```
! RIJCOSX wB97M-V def2-TZVPD def2/J DEFGRID3
* xyz 0 1
C 3.111 0.424 0.523
C 1.940 0.652 0.173
Si 0.110 0.337 -0.183
C -0.535 -0.730 1.786
C 0.262 -0.754 -1.793
C -0.578 2.100 -0.293
C -1.105 3.223 -0.241
H 3.985 0.512 1.009
H -0.375 -0.418 2.801
H -1.362 -1.418 1.757
H 0.392 -1.333 1.563
H 0.852 -0.064 -2.454
H 0.896 -1.676 -1.567
H -0.713 -1.014 -2.184
H -1.653 4.001 0.060
*
```

natural (NBO) atomic charge list, values in e, 8 entries: number 1, C, carries -0.191; number 2, C, carries -0.471; number 3, Si, carries 1.449; number 4, C, carries -0.905; number 5, C, carries -1.058; number 6, C, carries -0.480; number 7, C, carries -0.163; number 8, H, carries 0.213

No. 3
The following is a quantum chemistry calculation of a structure of composition C6H9B2F11O4V, from OMol25.

Output
Gap between HOMO and LUMO (spin up / spin down) = 6.639 / 7.696 eV
F_max = 4.08 eV Å⁻¹
LUMO level (spin up / spin down) = 5.17 / 5.16 eV

The geometry in ORCA input format:
```
! RIJCOSX wB97M-V def2-TZVPD def2/J DEFGRID3
* xyz -2 4
V -1.092 0.430 0.418
C 0.582 -1.808 -1.391
O 1.420 -0.722 -0.980
O -0.643 -1.505 -0.846
C 0.782 -2.108 -2.944
F 1.839 -2.884 -3.170
F -0.355 -2.619 -3.524
F 0.953 -0.924 -3.561
C 2.815 -1.002 -0.765
C 3.614 0.390 -0.834
H 3.030 1.170 -0.346
H 4.669 0.295 -0.577
H 3.511 0.874 -1.806
H 3.375 -1.584 -1.497
H 2.945 -1.423 0.232
H 1.032 -2.708 -0.972
C -0.599 0.544 4.505
C -0.691 0.575 2.972
O -1.533 1.405 2.519
O -0.082 -0.202 2.214
H -0.507 1.594 4.779
H 0.091 -0.163 4.966
H -1.591 0.291 4.880
B -4.643 0.061 -0.038
F -5.095 0.944 0.921
F -4.757 -1.198 0.356
F -5.189 0.298 -1.206
F -3.280 0.218 -0.095
B -0.140 2.380 -0.879
F 0.475 1.811 0.231
F -0.750 3.461 -0.351
F 0.794 2.678 -1.818
F -0.983 1.431 -1.391
*
```

natural (NBO) atomic charge list, values in e, 8 entries: number 1, V, carries 1.433; number 2, C, carries 0.347; number 3, O, carries -0.553; number 4, O, carries -0.883; number 5, C, carries 0.912; number 6, F, carries -0.340; number 7, F, carries -0.343; number 8, F, carries -0.336